Entry 1:
Here is a structure of composition C25H60AsF9O21SV3 from OMol25. Energies are from wB97M-V/def2-TZVPD.

Structure (XYZ):
```
120
C25H60AsF9O21SV3 | OMol25 | wB97M-V/def2-TZVPD
O -6.76547 0.82100 -1.42698
H -2.71754 -4.85093 -1.52949
F -0.55931 7.01208 -0.87087
C -7.91665 1.54725 -0.97098
O -5.13552 -1.38322 -0.83297
C -1.51334 6.33386 -0.17636
H 2.56942 2.55414 -1.79110
H -1.78930 -2.35692 4.50743
F -1.94529 7.03129 0.88877
H 3.43349 0.31493 2.34677
O 0.36574 1.01457 7.54305
H -8.79919 1.11364 -1.44132
H -4.09241 0.19958 -1.69045
H 5.33222 0.79037 -1.05966
H -0.00816 -0.24725 -2.72573
C 4.81246 -0.94449 -2.94300
F 1.35616 0.28652 -0.33502
V -1.35266 2.56247 -2.66465
H 5.04748 -1.17520 -3.98206
H 6.39406 1.77669 1.70312
H 2.08192 0.86560 -3.10944
H 2.14240 0.30118 6.95225
H -8.15103 1.38138 0.08051
H -5.86984 -2.42255 -3.76918
V -2.76329 3.15955 2.95565
H -2.46111 -3.98092 -5.12312
C 1.20796 1.30651 -3.58893
F -1.00306 0.84362 -0.92281
O 0.73184 2.38081 -2.79425
C 7.47506 1.80664 1.83964
C 5.99893 -0.07192 -1.05243
H -3.57014 -2.46904 -1.62581
H -1.19338 -0.18732 8.14077
C 1.77283 3.18680 -2.18262
O -1.46065 3.78318 -3.68548
H -2.27431 -0.93540 -3.28966
H 1.49177 3.82530 -1.34509
H 7.75028 2.84075 1.63234
H 3.96223 -2.13691 -1.26068
H -5.33033 -3.03270 -5.34815
H 2.10488 -4.12156 -2.33424
C -3.93542 -5.14571 -4.09118
H 7.00557 0.22247 -0.75560
H 1.48403 -0.88008 5.13488
H -1.30013 -3.91125 -1.12817
H -3.80422 -0.00966 0.02712
O -1.94990 -3.81198 -3.11199
H 5.91804 -1.55178 3.48397
H -1.93303 -0.69111 -4.99943
C 3.60999 0.16753 3.41224
H 2.18068 3.84575 -2.94913
H -3.19477 0.23970 -4.25279
H -4.13894 -2.45890 -4.30533
H 3.35548 -0.83321 3.76131
O -1.00314 3.82875 -1.01237
O -0.44084 -1.33637 5.71093
H -0.53040 -1.48178 3.66792
H -5.19666 1.99267 -0.54837
O 1.11573 4.26258 3.25371
O -1.20560 0.84053 -4.00887
H 8.06690 -0.55687 2.85690
C 0.67730 -0.40162 5.69017
O 7.71329 1.42497 3.11969
H 0.46666 0.46116 5.05824
H 5.84647 -0.55294 2.04915
F 0.75287 -0.39814 1.95336
O -3.78438 2.43599 1.94869
O 2.70637 -2.06643 -2.95697
H 5.79073 -0.79316 -0.26213
C 1.90681 -3.04977 -2.34569
C 1.10908 -0.02715 7.06421
H -1.54558 0.83302 6.74930
O -1.75075 2.12169 3.56999
H -1.59053 1.49849 8.32492
V 2.13435 4.40168 2.09936
F -2.53012 6.17498 -0.99432
C -2.20572 -0.18242 -4.07478
O -4.88498 -4.20458 -3.60676
H -4.77042 -3.34245 -0.73633
H -1.84246 -5.36383 -4.50683
C 5.92299 -0.51885 3.13593
C -2.49839 -4.55109 -4.19489
F 0.04853 1.84977 1.13453
O 2.65318 2.89377 1.79432
O 6.06919 -0.63494 -2.34584
C -5.09271 -2.98618 -4.28539
C -1.02708 0.79894 7.70746
H 4.65762 -3.01854 -2.49138
H -3.65696 -2.38227 0.20250
O 4.97251 0.39180 3.70389
H 0.43826 -0.53694 -4.38530
H 1.67939 -2.80331 -1.30855
C -4.57417 -0.04445 -0.74364
H 3.08601 0.93483 3.98215
O 0.52585 4.76705 0.73508
H -1.15280 -5.45248 -2.05670
F -0.41341 -1.48989 -0.12882
H 0.95671 -2.90550 -2.86008
H -1.93245 -0.63273 4.36933
H 1.11372 -0.87465 7.74964
C -1.20915 -1.43422 4.51947
H -6.07815 0.91712 0.49216
C -1.73791 -4.54663 -1.89807
As -0.20769 0.16875 0.55113
O -2.84758 2.27011 -2.17748
H 4.09371 -0.12507 -2.93526
H 8.00879 1.13502 1.16721
H -4.20205 -5.45628 -5.10141
F -1.71842 0.06868 1.49122
H 7.58379 -0.18776 4.46668
H -3.79906 -5.93765 -3.35476
H -7.85049 2.61828 -1.16234
C 7.38306 0.07177 3.42723
C 4.05914 -2.11918 -2.34621
S -0.83278 4.58086 0.26693
C -4.20316 -2.41171 -0.74031
C 0.08353 0.23287 -3.69998
O -1.70242 4.11082 1.35799
H 1.39390 1.81144 -4.53686
C -5.65455 1.00431 -0.50836
```

Properties
Multiplicity   2
Max |F|   4.44 eV/A
HOMO-LUMO gap (spin up / spin down)   0.15714 / 0.09784 Ha
HOMO level (spin up / spin down)   -12.59 / -12.59 eV
Net charge   +2
⟨S²⟩   0.754


Entry 2:
Here is an isolated molecule of C5H7NO from OMol25. Energies are from wB97M-V/def2-TZVPD.

Structure (XYZ):
```
14
C5H7NO | OMol25 | wB97M-V/def2-TZVPD
N -0.93920 -2.10677 0.48432
H -1.20988 0.19687 -1.84069
C 0.76329 0.83186 -1.18276
H 0.30601 -2.02772 -1.10385
C 0.54889 0.45586 1.29371
H -0.05327 1.31008 1.61475
H 1.60349 0.74980 1.33664
C 0.20108 -0.01856 -0.11714
H -1.29480 -1.48929 1.22348
O 1.75173 1.39883 -1.55856
H -1.25848 1.70285 -0.78345
C -0.69633 0.83164 -1.11550
C -0.13057 -1.47904 -0.26385
H 0.40804 -0.35642 2.01289
```

Properties
Relative energy (zero: lowest compared OMol25 entry of this formula, charge and spin)   249.0 kJ/mol
Max |F|   0.63 eV/A
HOMO-LUMO gap   0.37502 Ha
HOMO level   -9.49 eV


Entry 3:
Here is a structure of composition C24H36AsN2ORuS4 from OMol25. Energies are from wB97M-V/def2-TZVPD.

Structure (XYZ):
```
69
C24H36AsN2ORuS4 | OMol25 | wB97M-V/def2-TZVPD
C -2.05447 1.95514 -1.96078
C 2.39757 0.28137 3.75359
H 1.88117 1.80746 2.32808
C 0.33806 1.74214 3.81435
C -0.44260 -2.23893 -1.14269
C -4.13460 1.90693 -0.09892
As 3.47862 3.01895 -0.07521
H 2.96275 0.97001 4.37898
C -2.07930 1.00640 -0.92589
C -3.11436 2.84890 -2.05236
H -2.32521 1.51495 2.60457
H -4.05462 -1.60136 0.20023
H -0.16686 1.02569 4.46385
H -0.24290 1.16430 -2.74833
C 1.35143 1.02849 2.92232
C -1.36394 -1.16609 -1.23833
C -4.15507 2.82198 -1.13858
C -0.59723 -3.57599 -1.51434
C 1.43017 -3.20573 -0.63422
C -3.09478 0.99552 0.03376
C 3.29893 -4.80304 -0.16027
H -1.86694 2.90641 -4.66676
H -2.36053 -1.38420 -1.64189
H 0.81587 3.32104 -3.27425
H 3.70240 -2.91756 -2.10631
H -3.01997 0.09275 3.36503
O 0.67382 0.14306 2.07095
C -0.07519 3.28713 -2.64925
N 0.79571 -2.02492 -0.60047
H -0.67045 4.17751 -2.84430
C 2.96227 -2.79207 1.25965
C -0.89120 2.03480 -2.92536
H -4.07732 1.31055 2.64969
H 4.81215 -2.63739 -0.75593
H 2.63516 -1.74458 1.29844
H 2.33550 -3.36112 1.94641
S 1.79137 4.06199 0.76371
S 5.15683 2.76221 1.16355
C 0.60905 -4.19772 -1.19018
H 3.10608 -0.22405 3.10412
H -0.47733 1.90035 -5.03846
H 0.86076 -5.23093 -1.33380
S 3.50435 4.57154 -1.57126
H -2.07688 -0.46954 1.18566
H -4.10186 -1.69699 1.95975
H -5.13690 -0.55301 1.10808
H -2.00971 1.15096 -4.57511
H -3.11304 3.58640 -2.84416
H 3.99668 -2.84415 1.60397
C -1.34310 1.99186 -4.38443
H 1.91419 -0.46131 4.38608
Ru 1.05062 0.13423 0.11401
H 0.82479 2.49492 4.43198
H 4.31322 -4.87772 0.23346
H 0.26782 3.33066 -1.60902
H 3.30013 -5.21707 -1.16594
H 2.64725 -5.41520 0.46053
H 3.51933 -1.48441 -1.08347
N -1.05976 0.03492 -0.85601
H -4.93466 1.90491 0.63077
C -3.05043 0.04050 1.20717
H -0.41066 2.24124 3.20414
H -4.97150 3.52802 -1.22577
C -4.14951 -1.01526 1.11225
C -3.12663 0.78893 2.53314
C 2.85280 -3.33810 -0.15757
H -1.47311 -4.01819 -1.95698
C 3.77646 -2.54474 -1.08511
S 2.85928 1.15629 -1.06056
```

Properties
Multiplicity   6
Relative energy (zero: lowest compared OMol25 entry of this formula, charge and spin)   0.0 kJ/mol
Max |F|   0.61 eV/A
HOMO-LUMO gap (spin up / spin down)   0.22165 / 0.23169 Ha
HOMO level (spin up / spin down)   -1.63 / -1.98 eV
Net charge   -2
⟨S²⟩   8.771


Entry 4:
Here is a structure of composition C37H43FKN7O5S from OMol25. Energies are from wB97M-V/def2-TZVPD.

Structure (XYZ):
```
95
C37H43FKN7O5S | OMol25 | wB97M-V/def2-TZVPD
C 4.56499 -6.71833 -0.82579
H -1.55521 3.28239 0.13036
H -2.09217 3.69732 1.76932
H -3.91387 3.15832 -0.89712
O 0.86256 2.63423 0.83071
H -3.62753 4.26178 -4.10685
C 2.16870 -4.59954 -2.61683
C 1.36389 -0.43861 -4.46912
H -2.18391 3.31129 -4.45091
H -0.91796 2.76966 3.39672
H 2.99544 -7.11176 -7.58606
N -0.09187 -0.22880 3.08535
H 0.46948 -1.56161 6.65874
C -0.57440 0.61087 -3.26646
H 2.15059 -6.47195 -9.72201
C 1.99080 -3.32593 -0.08342
C -4.00814 2.45380 -5.21416
N -1.75414 1.18834 -3.47223
H 3.03218 -1.23238 -5.55743
C 0.99945 1.86526 3.51157
H 3.92076 -6.76689 0.04012
H 0.66728 -6.15816 -9.09643
H 1.86227 -0.42607 -3.50819
C -0.60651 0.03220 -5.75288
C -0.25848 -1.99262 4.68482
C 1.06015 -3.79222 -2.32634
H 0.21505 -4.32237 -7.54669
H 1.86257 -1.15675 -7.74253
H -6.35118 3.13698 -1.30168
N 1.66766 -6.15565 -8.88285
H -0.74488 -2.89946 -3.05009
N -3.31652 2.68779 -2.82167
C 3.98144 -7.15119 -2.13889
C 2.34046 -5.07502 -3.92740
H 1.42474 -7.24503 -5.66985
C -2.54030 1.62816 -2.46272
H 5.61211 -6.90222 -0.63575
S -2.72234 0.94119 -0.91295
C 2.97782 -4.17875 -0.41964
O 2.12834 -1.26505 0.95115
C -3.23366 3.24412 -4.16576
C 0.10381 -3.51888 -3.30500
O 2.07495 -3.09021 2.28406
H 1.55279 -3.31760 -7.02003
C 0.70379 0.09716 5.31200
H 1.72239 1.67080 2.71598
C 0.31222 -1.18966 5.65428
H 1.51506 2.41071 4.30724
C 1.34183 -0.86614 -6.83435
H -0.94049 4.74929 0.92215
H 1.84154 -4.12100 -9.40283
C -1.24797 3.71434 1.08044
C 0.06070 0.04480 -4.53224
C 0.88757 -3.15803 -1.00073
C 1.29010 -4.33746 -7.30440
H 1.18330 0.74981 6.02955
N 3.08255 -4.85074 -1.62011
C 4.21955 -5.69059 -1.86275
N 1.61784 -5.24876 -6.23202
H 3.78770 -4.37845 0.26919
H 1.57701 -8.09221 -8.05958
C 2.06841 -2.48642 1.20734
H -3.88320 2.90868 -6.19837
C 0.02788 -0.42110 -6.89964
C 1.40077 -4.78638 -4.89474
H -5.61880 1.61212 -1.81192
C -4.28327 3.29124 -1.91180
C 1.91743 -7.10831 -7.74029
C 0.27203 -4.03654 -4.55675
H -6.09841 2.82010 -3.01602
H -4.31300 4.36348 -2.12524
C 1.18647 -6.59681 -6.51272
C 0.50036 0.52972 4.01102
H -0.86804 -2.07347 2.62569
H -1.61712 0.41251 -5.78580
H 3.14249 -4.76370 -8.35468
H 2.95038 -7.47698 -2.13219
H -5.07282 2.42768 -4.98803
C -5.67265 2.67919 -2.02324
H -3.63838 1.43192 -5.24957
H 5.04527 -5.21048 -2.37954
C 2.00409 -0.89122 -5.61248
C -0.43881 -1.46381 3.41310
H 0.09497 -6.66415 -6.67723
H 3.22752 -5.62024 -4.21267
F -0.66882 -3.83031 -5.51086
K 0.23171 -0.14340 0.03390
O 0.09681 0.51468 -2.23480
N -0.04144 2.67701 2.91438
C -0.05158 2.94833 1.57856
H -0.54344 -3.01486 4.88726
O -0.13932 -2.52488 -0.77662
H 4.62672 -7.64144 -2.85534
C 2.06890 -4.73946 -8.53555
H -0.49343 -0.39623 -7.84959
```

Properties
Relative energy (zero: lowest compared OMol25 entry of this formula, charge and spin)   39.5 kJ/mol
Max |F|   1.25 eV/A
HOMO-LUMO gap   0.16789 Ha
HOMO level   -6.19 eV


Entry 5:
Here is a structure of composition C13H14I2N2NiO6S from OMol25. Energies are from wB97M-V/def2-TZVPD.

Structure (XYZ):
```
39
C13H14I2N2NiO6S | OMol25 | wB97M-V/def2-TZVPD
C 1.95462 -1.05384 -2.32089
H -4.00908 0.71862 1.96426
H 3.42225 1.31097 -0.40244
H 1.10449 -1.28940 3.22555
O 1.62951 -3.26726 -3.28374
C -4.35048 -1.28458 0.14020
O 0.43243 3.45692 -0.13523
C -3.10743 0.47964 1.41602
H 3.93136 -0.20006 -2.30971
H 1.67264 -1.57834 -4.36663
I 1.98399 1.22389 3.51347
C -1.94862 1.18445 1.66801
Ni 0.83630 2.04304 1.19077
C -1.91406 -0.77290 -0.23279
C 0.71370 -1.02049 -1.69645
C -0.79113 -0.01619 0.06856
H -5.05048 -0.60129 -0.35533
O -0.83196 5.23725 0.99495
C 2.18268 -1.98110 -3.48974
H 2.34366 -1.23733 4.49513
N 1.49103 0.65414 -0.19039
H 2.10963 -3.70279 -2.57106
H -1.89129 -1.54375 -0.98652
H -4.85785 -2.82408 -0.94661
C 2.67440 0.63180 -0.79126
O 1.58736 5.45401 0.69747
O 0.69466 3.70536 2.16811
S 0.45121 4.59708 0.90071
C 2.94950 -0.20981 -1.85569
C 2.08037 -0.90666 3.49801
H -0.07466 -1.67025 -2.04742
N -0.81681 0.92685 1.01410
H -4.81006 -1.60920 1.08031
I 3.48621 -1.75307 2.15640
O -4.04153 -2.38566 -0.68903
C 0.51177 -0.15364 -0.63708
H -1.90441 1.98959 2.39088
C -3.09386 -0.52220 0.45028
H 3.24995 -2.02973 -3.72517
```

Properties
Multiplicity   3
Relative energy (zero: lowest compared OMol25 entry of this formula, charge and spin)   31.4 kJ/mol
Max |F|   0.79 eV/A
HOMO-LUMO gap (spin up / spin down)   0.26674 / 0.26632 Ha
HOMO level (spin up / spin down)   -8.26 / -8.24 eV
⟨S²⟩   2.007


- Which of these has the lowest max |F|?
  C24H36AsN2ORuS4


- What is the max |F| in the first record?
  4.44 eV/A


- Which of these has the lowest max |F|?
  C24H36AsN2ORuS4


- Look up the max |F| of the third one.
  0.61 eV/A